Record 1
Computed, not measured: C22H37CsN5O3STe as an isolated structure in a non-equilibrium geometry, with ωB97M-V with the def2-TZVPD basis set.

Geometry (Å):
Cs (0.280, -0.863, 1.190)
Te (3.579, -1.085, 2.176)
S (-1.554, 1.762, -0.810)
O (-2.558, 2.130, 0.254)
O (2.751, 1.190, -3.030)
O (1.876, -0.066, -0.320)
N (-1.425, -1.823, -0.741)
N (-2.941, -1.309, 1.922)
N (-1.329, 1.176, 2.855)
N (-1.090, -2.754, 3.718)
N (3.028, -1.550, -2.401)
C (3.063, 0.225, 0.041)
C (-0.716, 0.059, -3.506)
C (0.040, 2.380, -0.278)
C (4.215, -0.981, -1.824)
C (4.453, 1.913, 1.313)
C (1.652, 0.407, -3.066)
C (-2.785, -2.266, -0.429)
C (-3.471, -1.313, 0.551)
C (-2.539, -2.795, 3.913)
C (1.842, -0.975, -2.777)
C (-3.277, -2.550, 2.605)
C (-1.767, 2.990, -2.089)
C (5.499, 0.549, -0.417)
C (5.546, 1.572, 0.518)
C (0.400, 0.898, -3.395)
C (2.565, 2.584, -2.920)
C (-0.539, -1.294, -3.295)
C (3.280, 1.103, 1.195)
C (-2.403, 0.518, 3.607)
C (-3.411, -0.133, 2.662)
C (0.714, -1.791, -2.932)
C (4.281, -0.138, -0.763)
H (-2.726, -3.273, -0.013)
H (-4.555, -1.539, 0.548)
H (2.365, 1.471, 1.642)
H (6.478, 2.108, 0.642)
H (1.897, 2.832, -2.087)
H (3.546, 3.007, -2.714)
H (-1.738, 1.772, 2.141)
H (0.290, 1.955, -3.608)
H (5.129, -1.201, -2.363)
H (-1.952, -0.216, 4.275)
H (-0.038, 3.447, -0.062)
H (-2.705, 2.778, -2.602)
H (-4.364, -2.597, 2.813)
H (0.363, 1.820, 0.598)
H (2.163, 3.023, -3.840)
H (-2.816, -2.033, 4.643)
H (-0.927, 2.928, -2.788)
H (-1.437, -0.940, -1.245)
H (-0.943, -2.480, -1.341)
H (-2.910, -3.747, 4.310)
H (4.498, 2.685, 2.064)
H (2.978, -2.552, -2.376)
H (-1.810, 3.958, -1.587)
H (-3.694, 0.634, 1.939)
H (-2.980, 1.217, 4.224)
H (6.378, 0.325, -1.007)
H (-0.766, -3.558, 3.193)
H (-0.772, 1.753, 3.468)
H (-3.047, -3.386, 1.938)
H (-3.355, -0.300, 0.156)
H (-3.437, -2.335, -1.307)
H (-1.683, 0.463, -3.788)
H (0.755, 2.164, -1.079)
H (-4.319, -0.383, 3.235)
H (-1.376, -1.975, -3.402)
H (-0.588, -2.740, 4.595)
H (0.839, -2.854, -2.742)

Values from the calculation:
Total charge: -1
Energy relative to the best compared isomer or geometry (same formula, charge and spin) in kcal/mol: 102.6
Highest occupied orbital energy in eV: -1.57
Spin multiplicity: 1
Calculated total energy in eV: -55680.639
HOMO-LUMO gap in eV: 3.301

=====

Record 2
Computed, not measured: a 2-piece molecular cluster, C4H12 overall in a non-equilibrium geometry, with ωB97M-V with the def2-TZVPD basis set.

Geometry (Å):
C (-1.061, -0.136, -2.209)
C (2.287, -1.883, 3.298)
C (-1.458, 0.876, -1.097)
C (-0.176, 1.435, -0.446)
H (3.292, -1.924, 2.887)
H (2.149, -0.953, 3.856)
H (-0.193, -0.693, -1.865)
H (-0.307, 2.408, 0.023)
H (1.638, -1.936, 2.420)
H (-1.984, 1.710, -1.595)
H (-2.251, 0.574, -0.416)
H (0.286, 0.683, 0.190)
H (-0.776, 0.443, -3.086)
H (0.524, 1.595, -1.273)
H (-1.939, -0.752, -2.404)
H (1.985, -2.604, 4.060)

Values from the calculation:
Total charge: -1
Energy relative to the best compared isomer or geometry (same formula, charge and spin) in kcal/mol: 5.5
Highest occupied orbital energy (alpha / beta) in eV: 1.44 / -8.02
Spin multiplicity: 2
Calculated total energy in eV: -4340.797
HOMO-LUMO gap (alpha / beta) in eV: 2.600 / 12.088

=====

Record 3
Computed, not measured: C35H49F5N5OSeSiV as an isolated structure in a non-equilibrium geometry, with ωB97M-V with the def2-TZVPD basis set.

Geometry (Å):
Se (4.334, 0.942, -1.585)
V (-0.148, -0.262, 0.197)
Si (-2.159, -1.692, -0.383)
F (5.550, 3.930, -6.748)
F (3.835, 0.162, -4.606)
F (5.620, 3.769, -2.093)
F (4.383, 1.486, -6.829)
F (6.149, 5.038, -4.351)
O (-1.068, 0.373, 1.910)
N (0.841, -1.176, 1.532)
N (0.489, -1.021, 2.890)
N (1.185, -1.249, -1.041)
N (0.336, 2.300, -1.656)
N (0.778, 2.896, 1.226)
C (-1.945, -3.585, -0.078)
C (4.713, 1.870, -3.200)
C (-0.873, -4.078, -1.056)
C (2.181, 3.189, 0.941)
C (2.124, -1.883, -0.285)
C (-0.517, -0.178, 2.936)
C (5.278, 3.274, -5.615)
C (1.280, -1.342, -2.378)
C (-1.448, -3.857, 1.352)
C (5.296, 3.139, -3.229)
C (5.580, 3.826, -4.394)
C (1.000, 2.330, -2.954)
C (-2.181, 0.929, 4.410)
C (-0.263, -0.092, 5.435)
C (-0.919, 1.593, -1.730)
C (3.250, -2.649, -2.240)
C (4.690, 2.035, -5.645)
C (-3.210, -4.420, -0.302)
C (-0.716, 0.314, 6.684)
C (-5.066, -1.570, -0.449)
C (3.168, -2.574, -0.866)
C (2.876, -2.434, 2.138)
C (0.195, 3.634, -1.094)
C (-4.001, -1.490, 1.811)
C (1.935, -1.808, 1.174)
C (0.510, 3.222, 2.620)
C (-0.116, 3.687, 0.397)
C (-1.904, 1.029, 6.799)
C (-2.640, 1.334, 5.660)
C (-0.993, 0.220, 4.298)
C (4.417, 1.367, -4.466)
C (2.280, -2.033, -3.014)
C (-3.853, 0.453, 0.261)
C (-3.842, -1.081, 0.340)
C (-2.525, -1.615, -2.260)
H (-2.255, 1.348, 7.775)
H (-4.150, -2.570, 1.925)
H (-2.757, -0.586, -2.576)
H (0.511, -0.841, -2.950)
H (2.480, 2.824, -0.034)
H (-1.654, -1.952, -2.849)
H (-2.164, -3.530, 2.119)
H (-4.883, -0.991, 2.250)
H (0.399, 2.850, -3.721)
H (4.078, -3.167, -2.707)
H (-5.112, -2.655, -0.559)
H (0.065, -3.521, -0.957)
H (-5.988, -1.250, 0.068)
H (-0.650, -5.139, -0.856)
H (1.964, 2.829, -2.857)
H (-1.199, -4.001, -2.101)
H (1.208, 1.313, -3.294)
H (-5.093, -1.139, -1.458)
H (-1.145, 3.364, 0.596)
H (-0.137, 0.075, 7.569)
H (-0.541, 3.070, 2.847)
H (2.388, 4.273, 1.015)
H (-1.254, 1.277, -0.735)
H (-1.753, 2.177, -2.136)
H (2.315, -2.050, -4.096)
H (0.657, -0.650, 5.325)
H (-3.129, -1.211, 2.414)
H (1.123, 4.171, -1.287)
H (-0.602, 4.183, -1.618)
H (0.764, 4.271, 2.832)
H (1.105, 2.586, 3.278)
H (-4.009, -4.160, 0.399)
H (2.593, -2.161, 3.149)
H (3.901, -2.106, 1.947)
H (-3.055, 0.905, 0.860)
H (-0.502, -3.345, 1.558)
H (-3.605, -4.307, -1.321)
H (-2.981, -5.491, -0.153)
H (-3.382, -2.248, -2.546)
H (2.851, -3.524, 2.051)
H (2.808, 2.675, 1.670)
H (-1.282, -4.942, 1.491)
H (-4.820, 0.833, 0.635)
H (-0.790, 0.713, -2.362)
H (-3.748, 0.805, -0.777)
H (-3.570, 1.887, 5.742)
H (-0.057, 4.745, 0.700)
H (-2.741, 1.154, 3.507)
H (3.912, -3.041, -0.235)

Values from the calculation:
Total charge: -1
Energy relative to the best compared isomer or geometry (same formula, charge and spin) in kcal/mol: 22.8
Highest occupied orbital energy (alpha / beta) in eV: -4.07 / -4.07
Spin multiplicity: 4
Calculated total energy in eV: -159088.745
HOMO-LUMO gap (alpha / beta) in eV: 6.050 / 5.851

=====

Record 4
Computed, not measured: C14H23BCeN6 as an isolated structure in a non-equilibrium geometry, with ωB97M-V with the def2-TZVPD basis set.

Geometry (Å):
Ce (0.731, -0.022, -0.299)
N (-1.147, 2.793, 0.319)
N (-1.664, -0.223, 0.300)
N (-0.534, 0.965, -1.984)
N (-2.643, 0.759, 0.112)
N (0.049, 2.105, 0.560)
N (-1.658, 1.792, -1.907)
C (-3.673, -1.022, 0.932)
C (-2.040, 2.138, -3.138)
C (0.155, 4.147, 1.508)
C (-0.249, 0.810, -3.314)
C (1.394, -2.859, 1.596)
C (-1.177, 1.543, -4.061)
C (2.392, -3.478, 2.580)
C (-2.305, -1.299, 0.839)
C (-1.074, 4.020, 0.858)
C (-3.842, 0.278, 0.466)
C (1.489, -3.569, 0.242)
C (3.262, -0.448, -1.282)
C (0.819, 2.930, 1.332)
C (1.591, -1.340, 1.475)
B (-2.279, 2.133, -0.515)
H (1.107, -0.784, 2.297)
H (-4.722, 0.899, 0.369)
H (3.454, 0.029, -2.254)
H (0.583, 0.193, -3.634)
H (-1.753, -2.192, 1.123)
H (1.293, -4.642, 0.369)
H (1.782, 2.602, 1.705)
H (-3.237, 2.848, -0.606)
H (2.655, -1.064, 1.423)
H (2.365, -1.138, -1.384)
H (0.508, 5.011, 2.038)
H (3.420, -3.391, 2.206)
H (-2.905, 2.785, -3.260)
H (2.333, -2.974, 3.549)
H (-4.447, -1.676, 1.295)
H (2.492, -3.484, -0.202)
H (0.759, -3.201, -0.499)
H (-1.228, 1.637, -5.125)
H (3.189, 0.342, -0.497)
H (-1.900, 4.704, 0.746)
H (2.173, -4.540, 2.732)
H (4.104, -1.094, -1.001)
H (0.375, -3.021, 1.990)

Values from the calculation:
Total charge: +2
Highest occupied orbital energy (alpha / beta) in eV: -15.34 / -15.34
Spin multiplicity: 1
Calculated total energy in eV: -37421.809
HOMO-LUMO gap (alpha / beta) in eV: 7.139 / 7.136

=====

Record 5
Computed, not measured: C3H4N2O in the gas phase in a non-equilibrium geometry, with ωB97M-V with the def2-TZVPD basis set.

Geometry (Å):
O (0.657, -1.437, -0.640)
N (0.076, 0.568, 0.387)
N (2.210, 0.192, -0.277)
C (-1.107, 0.246, 0.358)
C (-2.375, 0.011, 0.353)
C (0.970, -0.336, -0.249)
H (2.375, 1.072, 0.172)
H (2.985, -0.357, -0.594)
H (-2.789, 0.837, -0.215)
H (-3.003, -0.797, 0.705)

Values from the calculation:
Total charge: 0
Energy relative to the best compared isomer or geometry (same formula, charge and spin) in kcal/mol: 34.6
Highest occupied orbital energy in eV: -9.35
Spin multiplicity: 1
Calculated total energy in eV: -8202.386
SMILES string: C=C=NC(N)=O
HOMO-LUMO gap in eV: 10.117